(1)
23
Properties=species:S:1:pos:R:3:forces:R:3 method="wB97M-V/def2-TZVPD" smiles=CCCNCCCS e_tot_ha=-690.52747 relative_energy_kcal_mol=8.76
C -2.49638 1.99552 0.37759 -0.3 0.4 -0.7
C -1.06139 1.51349 0.25235 0.1 0.1 -0.7
C -0.44835 0.91682 1.49445 0.0 -0.1 0.8
N 0.57331 -0.07139 1.19260 0.2 -0.1 -0.3
C 0.14201 -1.29227 0.54238 -0.3 -0.7 -0.9
C 0.51074 -1.35466 -0.95005 1.4 0.3 0.3
C 2.03407 -1.36133 -1.15153 0.0 0.4 -0.2
S 2.39477 -1.23742 -2.94738 0.0 0.1 0.3
H -3.18261 1.16744 0.42026 -0.2 -0.5 0.4
H -2.80772 2.50976 -0.54022 0.2 0.1 0.1
H -2.72996 2.66883 1.19491 0.3 0.1 0.3
H -1.06722 0.72720 -0.50294 -0.1 0.0 0.0
H -0.41588 2.28367 -0.18949 0.0 0.0 0.3
H -1.23910 0.49768 2.13141 -0.3 -0.2 -0.1
H 0.02105 1.65441 2.15284 0.0 0.2 -0.3
H 1.07636 -0.30706 2.02302 0.3 0.0 0.4
H 0.59592 -2.17665 0.99789 0.1 0.2 0.3
H -0.94087 -1.46090 0.60548 -0.1 0.2 0.2
H 0.13633 -0.46377 -1.44635 -0.3 -0.2 -0.3
H 0.19558 -2.28434 -1.41974 -0.7 0.1 0.0
H 2.44558 -2.30076 -0.82483 0.1 -0.4 0.3
H 2.55032 -0.55059 -0.62826 -0.3 -0.1 -0.1
H 3.71345 -1.07371 -2.78439 0.0 0.0 -0.1

(2)
93
Properties=species:S:1:pos:R:3:forces:R:3 method="wB97M-V/def2-TZVPD" e_tot_ha=-3029.65705 total_charge=-2
P 0.09431 -1.70917 -2.61999 0.6 -0.8 -0.9
C -0.18004 -3.59270 -2.87709 -0.2 0.5 0.1
C -0.06810 -4.21802 -4.27778 0.2 -0.1 0.0
C -0.54260 -5.67937 -4.27776 -0.2 0.1 0.1
C 0.11277 -6.54026 -3.18708 0.1 0.1 0.0
C 0.15825 -5.86542 -1.80979 -0.1 0.2 0.0
C 0.65483 -4.41150 -1.88325 -0.1 -0.2 0.0
C 1.93592 -1.52340 -3.01242 -0.4 0.0 0.3
C 2.51663 -2.34850 -4.15791 0.3 0.0 0.0
C 3.96436 -1.93144 -4.44561 -0.1 0.1 0.0
C 4.85368 -1.98101 -3.19541 0.0 -0.1 0.1
C 4.22367 -1.33384 -1.95215 -0.1 0.1 -0.1
C 2.75938 -1.73922 -1.73479 0.2 0.1 0.0
C -0.59686 -1.11695 -4.26014 0.2 -0.2 0.0
C -2.10762 -1.39856 -4.31080 0.0 0.3 -0.1
C -2.74573 -0.88500 -5.61119 0.1 -0.1 0.1
C -2.41404 0.58242 -5.90771 0.0 0.0 0.2
C -0.91965 0.89828 -5.77889 0.1 -0.2 0.1
C -0.29527 0.37357 -4.47445 -0.3 0.1 0.0
H -1.24208 -3.66609 -2.57190 0.3 -0.2 0.0
H 0.97533 -4.20078 -4.61726 -0.3 0.0 0.1
H -0.64379 -3.65372 -5.02286 0.1 -0.1 0.2
H -0.34003 -6.12062 -5.26279 -0.1 0.0 0.1
H -1.63343 -5.69389 -4.14293 0.1 0.0 0.0
H -0.42924 -7.49042 -3.10797 0.1 0.0 0.0
H 1.13769 -6.78944 -3.49566 -0.1 0.1 0.0
H -0.84819 -5.86975 -1.36864 0.1 0.0 0.0
H 0.80977 -6.43613 -1.13671 -0.2 0.0 -0.1
H 0.62371 -3.95665 -0.88354 0.0 -0.1 -0.2
H 1.70969 -4.42212 -2.20336 -0.3 0.0 0.1
H 2.01774 -0.45829 -3.29086 0.1 -0.2 0.2
H 3.96190 -0.91227 -4.85570 0.0 -0.1 0.1
H 1.92028 -2.24856 -5.07618 0.1 0.0 0.2
H 2.51763 -3.41158 -3.87818 0.0 0.3 0.0
H 4.37977 -2.58677 -5.22223 0.0 0.1 0.1
H 5.80850 -1.48769 -3.41467 0.0 -0.1 0.0
H 5.08734 -3.03021 -2.96820 -0.1 0.1 0.0
H 4.80802 -1.59208 -1.05965 -0.1 0.1 -0.2
H 4.26966 -0.23932 -2.05609 0.0 -0.1 0.0
H 2.33136 -1.15958 -0.90488 0.1 -0.2 -0.1
H 2.71745 -2.79746 -1.43362 0.0 0.3 -0.1
H -0.10067 -1.68063 -5.07337 -0.2 0.2 0.2
H -2.31205 -2.47498 -4.21608 0.1 0.2 0.0
H -2.58258 -0.90890 -3.44578 0.1 -0.1 -0.1
H -2.39720 -1.50740 -6.44764 0.0 0.0 0.1
H -3.83233 -1.01646 -5.54921 0.1 0.0 -0.1
H -2.97672 1.22328 -5.21651 0.1 -0.1 0.0
H -2.75355 0.83501 -6.91869 0.0 0.0 0.1
H -0.75999 1.98083 -5.83972 0.0 -0.1 -0.1
H -0.38539 0.44799 -6.62737 0.0 0.0 0.1
H 0.78875 0.54871 -4.50973 -0.3 0.0 0.0
H -0.68440 0.94224 -3.61476 0.1 -0.1 -0.2
Sn -0.79278 1.75585 1.87615 0.2 -0.5 3.5
Cl 0.67740 3.28739 0.89661 0.1 0.4 -0.5
Cl -1.78761 0.67992 0.05956 -0.4 0.0 -0.6
C 0.18223 0.40451 3.19074 -0.1 0.3 -0.5
H -0.38074 0.15043 4.09299 -0.1 0.3 -0.3
C 3.87122 -1.61339 2.57748 0.3 -0.3 0.0
C 3.08289 -1.90742 3.70840 -0.2 0.4 -0.4
C 1.90390 -1.21917 3.94286 0.2 0.2 -0.2
C 1.43816 -0.20379 3.02823 -0.3 0.1 -0.4
C 2.30892 0.12271 1.92616 0.2 -0.4 0.2
C 3.48167 -0.58175 1.70532 -0.3 0.0 0.4
H 4.78606 -2.17649 2.38798 -0.1 0.1 0.1
H 3.40369 -2.68468 4.40501 -0.1 0.1 -0.1
H 1.28541 -1.43577 4.81985 0.2 0.0 -0.3
H 2.01876 0.94866 1.27247 0.2 -0.3 0.1
H 4.11753 -0.32804 0.85373 -0.1 0.0 0.2
C -2.04304 2.92142 3.15517 0.0 0.6 0.4
C -2.26741 3.61834 4.16695 0.5 -1.3 -1.9
C -2.43310 4.47010 5.25692 -0.2 0.5 0.7
C -1.40143 5.46367 5.51303 -0.2 -0.3 -0.2
C -1.19829 6.03406 6.79776 0.3 0.3 -0.1
C -0.20235 6.98128 7.01594 -0.1 -0.2 -0.5
C 0.60578 7.40877 5.95523 0.1 0.2 0.0
C 0.44057 6.83800 4.68557 -0.2 -0.4 0.3
C -0.51186 5.84226 4.47661 0.2 0.4 0.2
C -3.58969 4.33655 6.12593 0.4 0.0 -0.3
C -4.09422 5.42133 6.89261 -0.4 -0.1 0.3
C -5.19526 5.26145 7.73083 0.2 -0.4 -0.3
C -5.81962 4.01265 7.84114 -0.1 -0.1 0.2
C -5.33651 2.93092 7.09117 0.1 0.4 -0.3
C -4.26513 3.09776 6.21588 -0.4 0.0 0.4
H -1.81852 5.71993 7.63703 0.3 0.0 -0.3
H -0.06193 7.38977 8.01750 0.0 -0.1 -0.2
H 1.36241 8.17651 6.11683 -0.1 -0.1 0.0
H 1.06255 7.16336 3.85058 0.0 -0.1 0.2
H -0.60191 5.34318 3.51077 0.0 0.2 0.2
H -3.62315 6.40194 6.82205 -0.2 -0.3 -0.1
H -5.56384 6.11457 8.30260 0.0 -0.2 -0.1
H -6.67751 3.88509 8.50250 0.2 0.0 -0.1
H -5.80401 1.94969 7.18084 0.0 0.2 0.0
H -3.90611 2.27223 5.60196 -0.1 0.1 0.2

(3)
13
Properties=species:S:1:pos:R:3:forces:R:3 method="wB97M-V/def2-TZVPD" smiles="C=C1C=C(O)NN1" e_tot_ha=-340.68506 relative_energy_kcal_mol=68.93
C -2.07998 -0.20585 -0.27225 0.0 -0.1 0.0
C -0.80940 -0.50905 -0.00831 -0.1 0.2 -0.1
C 0.33905 -0.69186 -0.92218 0.1 0.1 0.0
C 1.32339 -0.01060 -0.32701 -0.2 -0.1 -0.1
O 2.52863 0.35839 -0.77735 0.0 0.0 0.1
N 0.95158 0.47340 0.97402 0.2 0.0 -0.1
N -0.18773 -0.37397 1.26401 -0.3 0.1 0.0
H -2.74369 0.12942 0.51987 0.0 -0.2 -0.1
H -2.45311 -0.20684 -1.28858 0.0 -0.2 0.1
H 0.34539 -1.18036 -1.88583 0.0 0.2 0.1
H 3.00488 0.74554 -0.02789 0.0 -0.1 -0.1
H 0.54713 1.40228 0.78206 0.3 0.1 0.2
H -0.76614 0.06953 1.96944 0.0 0.0 -0.1

(4)
14
Properties=species:S:1:pos:R:3:forces:R:3 method="wB97M-V/def2-TZVPD" e_tot_ha=-1865.46667 total_charge=+1
C -1.23624 -0.31004 -0.25674 -1.3 -0.9 -0.1
C -0.44895 -1.27008 0.63592 -0.5 -0.2 0.1
F -2.43678 -0.02312 0.34184 0.6 -0.1 -0.2
H -1.40788 -0.68231 -1.27420 -0.2 -0.2 0.3
H -0.25142 -0.78310 1.60130 -0.1 0.1 -0.1
H -1.09076 -2.13945 0.82088 0.3 0.1 0.0
O 0.73395 -1.75116 0.03633 0.5 0.6 -0.1
C 1.88974 -0.97568 -0.04337 -0.6 -2.2 -0.4
O 2.83196 -1.57259 -0.52936 -0.3 1.8 0.6
O 0.32105 2.54968 0.62548 1.4 0.9 2.7
Lu 1.99703 1.29782 0.38782 -1.7 0.3 -0.5
O -0.12316 2.63414 -1.54883 -1.2 0.7 1.3
O -0.47806 0.82605 -0.37571 1.7 -0.1 0.8
C -0.30047 2.19984 -0.42137 1.5 -0.8 -4.6